Below is 2 unconnected molecules or ions with the total composition C3H12NO2 in a non-equilibrium geometry, with properties calculated with ωB97M-V with the def2-TZVPD basis set.

Each line ends with the Löwdin charge.
Positions of all 18 atoms, in Å:
C 0.68 1.19 -1.19  -0.301
O -0.63 1.69 -1.28  -0.122
C 0.68 -0.08 -0.36  -0.382
C 2.00 -0.61 0.10  -0.079
N -0.27 0.17 0.86  0.127
H 1.01 0.92 -2.20  0.123
H 1.43 1.89 -0.78  0.121
H -0.77 2.21 -2.07  0.095
H 0.06 -0.77 -0.93  0.124
H 1.86 -1.51 0.70  0.078
H 2.57 0.08 0.73  0.080
H 2.58 -0.74 -0.82  0.092
H -0.74 -0.66 1.28  0.067
H 0.02 0.77 1.65  0.072
H -1.03 0.74 0.45  0.065
H -2.37 -2.07 0.61  -0.002
H -2.69 -2.14 2.05  0.023
O -1.95 -1.99 1.47  -0.180

The spin multiplicity is 2. The HOMO-LUMO gap (spin up / spin down) is 3.53 / 11.84 eV. The value obtained for the energy relative to the best compared isomer or geometry (same formula, charge and spin) is 41.8 kcal/mol. The highest occupied orbital energy (spin up / spin down) is -2.73 / -11.23 eV. The LUMO energy (spin up / spin down) comes out at 0.80 / 0.61 eV. The calculation puts the largest force on an atom at 2.41 eV/A. The charge is 0.

***

Below is a molecular structure, C31H32F5N3O2PRuSSe2, with properties calculated with ωB97M-V with the def2-TZVPD basis set.

Each line ends with the Löwdin charge.
Positions of all 78 atoms, in Å:
Ru -0.31 -0.81 -0.87  0.854
S -3.00 -2.30 -4.13  1.042
C -2.33 -3.69 -3.38  -0.397
C -1.46 -3.37 -2.39  -0.219
C -1.27 -1.96 -2.21  -0.358
C -2.08 -1.28 -3.09  -0.538
C -2.12 0.15 -3.09  -0.279
C -2.76 0.95 -4.04  -0.015
C -2.59 2.31 -3.98  -0.050
C -1.78 2.86 -2.99  -0.042
C -1.20 2.01 -2.08  -0.119
N -1.39 0.69 -2.08  0.018
H -2.63 -4.67 -3.71  0.071
H -0.97 -4.13 -1.80  0.073
H -3.34 0.48 -4.82  0.104
H -3.07 2.95 -4.72  0.112
H -1.58 3.92 -2.94  0.111
H -0.54 2.40 -1.32  0.093
C 0.95 6.73 3.54  -0.042
C 0.85 5.41 2.83  -0.249
C -0.38 4.88 2.46  -0.006
C -0.49 3.67 1.80  -0.175
C -1.87 3.18 1.45  -0.023
C 0.69 2.96 1.49  -0.089
C 0.69 1.69 0.76  -0.194
O -0.31 0.99 0.58  -0.118
C 1.95 3.48 1.85  -0.184
C 3.24 2.76 1.55  -0.033
C 2.01 4.69 2.53  -0.002
H -0.03 7.18 3.68  0.075
H 1.57 7.43 2.98  0.087
H 1.41 6.60 4.52  0.085
H -1.28 5.44 2.68  0.116
H -2.59 3.98 1.59  0.082
H -2.16 2.35 2.10  0.075
H -1.94 2.81 0.43  0.064
H 1.64 1.37 0.35  0.087
H 3.24 1.75 1.96  0.061
H 4.08 3.30 1.99  0.084
H 3.42 2.68 0.48  0.021
H 2.97 5.09 2.81  0.121
F 1.51 -7.09 -4.27  0.126
C 1.48 -6.08 -3.40  -0.138
C 1.80 -4.80 -3.80  -0.140
F 2.15 -4.58 -5.07  0.125
C 1.76 -3.76 -2.89  -0.264
F 2.07 -2.54 -3.33  0.092
C 1.39 -3.95 -1.56  -0.500
Se 1.45 -2.53 -0.29  0.788
C 1.08 -5.26 -1.19  -0.276
F 0.69 -5.54 0.06  0.070
C 1.12 -6.31 -2.08  -0.148
F 0.80 -7.55 -1.70  0.117
C -2.12 -0.78 2.05  -0.241
P -1.93 -1.71 0.50  0.735
C -3.63 -1.76 -0.13  -0.226
C -1.67 -3.40 1.12  -0.254
H -2.90 -1.22 2.66  0.053
H -2.36 0.26 1.83  0.016
H -1.17 -0.81 2.59  0.040
H -4.31 -2.10 0.65  0.050
H -3.70 -2.42 -0.99  0.037
H -3.93 -0.75 -0.45  0.052
H -2.48 -3.66 1.81  0.054
H -0.71 -3.45 1.62  0.026
H -1.65 -4.11 0.30  0.031
Se 3.22 2.30 -2.36  0.500
C 2.05 0.98 -2.05  -0.914
N 1.24 0.17 -1.84  -0.089
C 3.70 -1.11 2.96  0.006
C 2.33 -0.49 2.92  -0.592
N 1.99 0.27 4.00  0.171
O 1.57 -0.64 1.98  -0.065
H 3.89 -1.60 3.92  0.084
H 4.46 -0.34 2.81  0.085
H 3.77 -1.84 2.16  0.076
H 2.65 0.48 4.73  0.104
H 1.13 0.80 3.97  0.107

The spin multiplicity is 2. The HOMO-LUMO gap (spin up / spin down) is 6.99 / 6.36 eV. The value obtained for the energy relative to the best compared isomer or geometry (same formula, charge and spin) is 19.1 kcal/mol. The highest occupied orbital energy (spin up / spin down) is -7.32 / -7.27 eV. The LUMO energy (spin up / spin down) comes out at -0.33 / -0.91 eV. The calculation puts the largest force on an atom at 0.95 eV/A. The charge is 0.

***

Below is a molecular structure, C31H22F5N7O3TeTi in a non-equilibrium geometry, with properties calculated with ωB97M-V with the def2-TZVPD basis set.

Each line ends with the Löwdin charge.
Positions of all 70 atoms, in Å:
Ti -0.73 0.27 0.72  0.845
C 2.09 -2.05 -4.07  -0.061
C 1.08 -2.98 -4.23  -0.066
C 0.24 -3.24 -3.17  -0.003
C 0.41 -2.55 -1.96  -0.335
N 1.40 -1.67 -1.82  0.139
C 2.20 -1.43 -2.84  -0.143
N -0.44 -2.92 -0.95  0.197
C -0.49 -2.60 0.30  -0.263
N 0.17 -1.58 1.01  0.070
C -0.03 -1.82 2.33  -0.253
N 0.58 -1.20 3.33  0.252
C 0.88 0.10 3.40  -0.302
C 1.52 0.55 4.58  0.048
C 1.66 1.90 4.80  -0.032
C 1.20 2.78 3.83  0.016
C 0.65 2.27 2.65  -0.089
N 0.49 0.98 2.44  0.035
C -0.92 -2.97 2.52  -0.097
C -1.49 -3.53 3.64  0.009
C -2.41 -4.56 3.46  -0.062
C -2.73 -5.01 2.18  -0.056
C -2.14 -4.45 1.05  0.009
C -1.25 -3.42 1.24  -0.095
H 2.77 -1.81 -4.88  0.101
H 0.96 -3.51 -5.17  0.108
H -0.55 -3.98 -3.23  0.112
H 3.00 -0.71 -2.66  0.104
H 1.83 -0.19 5.30  0.123
H 2.11 2.26 5.71  0.116
H 1.25 3.85 3.97  0.122
H 0.32 2.93 1.87  0.124
H -1.25 -3.16 4.63  0.119
H -2.89 -5.00 4.31  0.106
H -3.44 -5.82 2.07  0.107
H -2.40 -4.78 0.05  0.118
O -6.87 -0.06 -3.09  0.124
C -5.99 0.33 -4.03  -0.490
O -6.35 0.59 -5.15  0.130
C -4.58 0.41 -3.55  -0.145
C -3.90 1.62 -3.57  -0.002
C -2.68 1.74 -2.94  -0.007
C -2.09 0.64 -2.31  -0.251
C -2.73 -0.60 -2.39  -0.003
C -3.98 -0.71 -2.97  -0.009
N -0.92 0.75 -1.56  0.069
C -0.08 1.69 -1.80  -0.067
C 1.12 1.74 -1.01  -0.238
C 2.19 2.60 -1.30  0.003
C 3.40 2.40 -0.67  -0.048
C 3.53 1.31 0.20  -0.035
C 2.41 0.56 0.48  -0.123
N 1.21 0.80 -0.05  0.009
H -6.44 -0.12 -2.23  0.118
H -4.36 2.48 -4.04  0.128
H -2.22 2.71 -2.86  0.115
H -2.27 -1.47 -1.95  0.093
H -4.49 -1.66 -2.98  0.126
H -0.18 2.36 -2.65  0.137
H 2.05 3.39 -2.02  0.121
H 4.24 3.05 -0.86  0.112
H 4.48 1.07 0.65  0.110
H 2.47 -0.28 1.17  0.115
F -3.91 1.83 -0.25  -0.540
Te -3.04 1.76 1.56  1.952
F -2.16 2.59 3.17  -0.538
F -2.28 -0.55 0.32  -0.398
F -3.46 3.63 1.37  -0.500
F -1.75 0.03 2.52  -0.513
O -1.42 1.96 0.71  -0.677

The spin multiplicity is 3. The HOMO-LUMO gap (spin up / spin down) is 5.30 / 5.13 eV. The value obtained for the energy relative to the best compared isomer or geometry (same formula, charge and spin) is 43.2 kcal/mol. The highest occupied orbital energy (spin up / spin down) is -6.69 / -8.68 eV. The LUMO energy (spin up / spin down) comes out at -1.39 / -3.55 eV. The calculation puts the largest force on an atom at 3.31 eV/A. The charge is 0.

***

Below is 2 unconnected molecules or ions with the total composition C19H40BF3NO2S2 in a non-equilibrium geometry, with properties calculated with ωB97M-V with the def2-TZVPD basis set.

Each line ends with the Löwdin charge.
Positions of all 68 atoms, in Å:
C 4.54 -3.00 -0.90  -0.102
C 5.44 -1.75 -0.96  -0.268
C 4.68 -0.46 -0.67  -0.204
C 3.62 -0.16 -1.74  -0.209
N 2.25 -0.20 -1.18  -0.202
C 1.98 0.99 -0.37  -0.222
C 1.20 0.73 0.92  -0.189
C -0.29 0.38 0.77  -0.237
C -0.61 -1.13 0.71  -0.232
B -1.97 -1.46 -0.15  -0.518
C -2.78 -2.82 0.33  -0.166
C -2.13 -4.16 0.05  -0.304
O -0.74 -4.16 0.35  -0.010
C -2.34 -4.65 -1.41  -0.494
F -2.92 -3.75 -2.24  0.111
F -3.18 -5.75 -1.42  0.066
F -1.18 -5.07 -2.01  0.093
C 1.32 -0.44 -2.23  -1.061
S 0.81 -1.93 -2.57  0.772
S 0.86 0.94 -3.31  0.844
C -0.86 1.28 -2.89  -0.496
C -1.68 1.48 -4.18  -0.320
C -2.28 0.16 -4.71  -0.100
H 4.21 -3.31 -1.89  0.063
H 3.64 -2.78 -0.32  0.073
H 5.06 -3.84 -0.42  0.060
H 6.28 -1.85 -0.26  0.093
H 5.90 -1.68 -1.95  0.099
H 5.40 0.37 -0.63  0.102
H 4.21 -0.51 0.31  0.109
H 3.81 0.79 -2.25  0.113
H 3.67 -0.94 -2.51  0.105
H 1.48 1.77 -0.95  0.085
H 2.95 1.40 -0.07  0.109
H 1.71 -0.03 1.52  0.109
H 1.28 1.67 1.48  0.096
H -0.69 0.92 -0.09  0.078
H -0.80 0.78 1.65  0.089
H -0.75 -1.50 1.74  0.080
H 0.26 -1.66 0.31  0.052
H -2.76 -0.51 0.01  0.058
H -1.74 -1.52 -1.36  0.025
H -3.76 -2.83 -0.16  0.086
H -2.99 -2.75 1.41  0.088
H -2.61 -4.95 0.65  0.139
H -0.55 -4.89 0.94  0.083
H -0.93 2.17 -2.25  0.066
H -1.26 0.44 -2.32  0.047
H -1.01 1.90 -4.94  0.074
H -2.47 2.20 -3.97  0.093
H -3.35 0.15 -4.54  0.067
H -1.86 -0.70 -4.17  0.056
H -2.07 0.03 -5.77  0.060
C -0.82 5.06 2.93  -0.082
C -1.55 3.74 2.74  -0.276
O -1.11 2.72 3.61  -0.163
C -1.25 2.96 4.99  -0.286
C -2.69 3.16 5.43  -0.083
H 0.26 4.91 2.84  0.080
H -1.13 5.77 2.16  0.074
H -1.02 5.51 3.90  0.062
H -1.38 3.36 1.74  0.116
H -2.64 3.88 2.84  0.109
H -0.63 3.81 5.30  0.105
H -0.84 2.07 5.47  0.119
H -3.12 4.08 5.03  0.063
H -2.74 3.23 6.52  0.072
H -3.31 2.33 5.10  0.083

The HOMO-LUMO gap is 7.46 eV. The value obtained for the energy relative to the best compared isomer or geometry (same formula, charge and spin) is 0.0 kcal/mol. The highest occupied orbital energy is -4.82 eV. The LUMO energy comes out at 2.65 eV. The calculation puts the largest force on an atom at 1.22 eV/A. The charge is -1.

***

| no. | electronic energy (eV) |
| --- | --- |
| 1 | -8887.1876 |
| 2 | -208219.1188 |
| 3 | -93077.1688 |
| 4 | -56435.9271 |